Entry one
ORCA calculation (ωB97M-V with the def2-TZVPD basis set) on 2 unconnected molecules or ions with the total composition BrH3P2.

Structure (XYZ):
```
6
Properties=species:S:1:pos:R:3:mulliken_charge:R:1
H 1.36645 -1.02595 -1.50266 0.0569
Br -2.17567 -0.54645 1.74364 -0.2166
P 0.18691 -0.41010 -1.07982 -0.0583
P 1.28164 1.21326 -0.47494 0.0154
H 0.30326 1.88446 0.26705 0.0494
H -0.96258 -1.11523 1.04673 0.1531
```

Properties
LUMO level	-1.411	eV
HOMO-LUMO gap	8.214	eV



Entry two
ORCA calculation (ωB97M-V with the def2-TZVPD basis set) on BrH3P2 in the gas phase.

Structure (XYZ):
```
6
Properties=species:S:1:pos:R:3:mulliken_charge:R:1
P -0.58030 0.37468 -0.97443 -0.0966
H -0.62003 -0.96428 1.48680 0.0911
H 0.63522 0.55253 -1.54630 0.0828
H -0.96338 -0.93304 -1.33886 0.0737
Br 0.90262 1.43444 1.66151 -0.1205
P 0.62588 -0.46433 0.71128 -0.0305
```

Properties
LUMO level	0.687	eV
HOMO-LUMO gap	9.797	eV
structure (SMILES)	[PH2]#[PH]Br



Q: What are the energies relative to the best structure? A: entry one 0.0348; entry two 0.0000, in hartree.



Entry one
ORCA calculation (ωB97M-V with the def2-TZVPD basis set) on a molecular structure, C47H47Cl2CrN3O4PSi.

Structure (XYZ):
```
106
Properties=species:S:1:pos:R:3:lowdin_spin:R:1
C -3.76343 -2.64251 -2.86048 -0.0002
N 1.30131 -1.62969 1.42621 -0.0133
H 1.04789 -3.38351 -3.47731 0.0000
H -0.49658 3.47007 1.59141 0.0001
H 2.67809 3.62809 2.23380 -0.0004
H -3.28681 1.52472 3.54659 0.0002
Cr -0.13949 -0.39248 0.66716 2.8807
C -4.27600 2.45813 1.91670 -0.0003
H 1.90735 3.74319 0.64813 0.0000
C -2.63384 1.01859 0.30644 0.0051
C 2.56801 -1.36871 1.66475 0.0153
H -1.33378 4.95287 -1.09766 0.0000
C -3.21652 -1.45873 3.97581 0.0007
H -4.06243 -0.78795 3.81401 0.0000
H 1.11533 0.46419 3.29845 0.0006
H -0.92366 -0.80001 -2.74397 0.0000
H 2.21930 1.38180 -6.65778 0.0000
C 0.99572 -5.16464 2.38973 0.0085
H 1.27639 -4.26643 -1.73817 0.0000
C 1.61796 -3.90751 2.19151 -0.0012
H 0.74562 -1.62460 3.91946 0.0000
C -0.28885 -5.37064 1.97979 -0.0035
C -2.44330 0.85138 1.67976 -0.0008
O -1.03027 -2.13387 0.45017 0.0132
C 2.28122 3.04514 1.39890 -0.0021
C -1.01982 -4.35706 1.32715 0.0089
C -0.17201 2.02313 -2.36060 -0.0011
H -0.71512 2.36015 2.94269 0.0001
C 3.43269 -2.33301 2.20060 -0.0027
H 4.46255 -2.06822 2.39348 -0.0005
C -4.34678 -2.19788 -1.68185 0.0001
H -0.97448 1.06528 -4.11780 0.0000
C -0.47500 -3.11010 1.10367 -0.0019
H 3.09828 2.46957 0.95583 0.0000
C 2.95455 -3.58190 2.49549 0.0149
C -1.89413 -1.17967 -2.46181 0.0001
C -1.04119 1.91161 -3.44676 -0.0002
C -4.38503 2.61754 0.53918 0.0044
H -2.00624 1.60098 5.04244 0.0000
C 3.61832 0.58011 -1.17329 0.0002
C -2.10004 3.99173 -2.85733 -0.0003
H -4.92698 3.01770 2.57756 -0.0002
C 4.91586 1.03332 -0.99225 0.0000
H -5.11138 3.29248 0.10736 0.0003
C 4.24731 3.21741 -1.72754 0.0000
H -2.66461 2.78031 -4.53772 0.0000
H 3.37169 -0.46048 -0.98459 0.0002
H 4.48789 4.25052 -1.94570 0.0000
H -0.75402 -6.33449 2.13653 -0.0004
C 1.45125 -2.45960 -3.04801 0.0003
C -1.25140 4.10482 -1.76601 0.0000
H -3.31625 -1.89294 4.97510 0.0001
C -1.39742 0.70342 5.15088 0.0005
H 5.68245 0.35333 -0.64079 0.0000
H 2.89820 -0.35886 1.45931 0.0000
H -2.05423 -2.47747 -4.15179 0.0000
N 1.90431 -2.45505 -1.86519 0.0005
C 0.01434 2.97098 2.41708 0.0031
C -2.52966 -2.13463 -3.24089 0.0000
H 1.82525 1.93666 3.96406 0.0002
H 1.55818 2.02211 -4.40285 0.0000
C 1.90675 -1.67757 -5.27871 0.0000
H -1.67677 0.22736 6.09681 0.0000
C -3.33637 1.60550 2.47116 0.0012
P 0.97945 0.67007 -1.90701 -0.0006
H 0.38632 3.73420 3.10543 0.0005
H -0.35818 1.02558 5.24157 0.0000
H 2.42725 -1.02939 -7.25250 0.0000
H -0.52357 -2.86059 3.98359 -0.0001
Cl -2.62019 -4.68309 0.75785 0.0028
C 1.17639 2.11772 1.90258 0.0073
H -4.26459 -3.37879 -3.47476 0.0000
H 2.75783 0.95065 2.83994 0.0002
H -3.28787 -2.26866 3.24325 0.0001
C -0.30649 3.12146 -1.51341 -0.0001
O -1.82269 0.22187 -0.52616 0.0099
C 1.57944 -1.31635 -3.96621 0.0000
C 0.83705 -2.89770 1.61422 0.0036
H 2.18698 3.45023 -2.25650 0.0000
C -0.25938 -1.84268 4.28197 -0.0001
C 1.75351 1.31323 3.07012 0.0029
H -4.15806 -0.92439 0.04002 0.0000
O 0.76789 1.28090 0.82748 0.0620
H 2.00072 -2.73046 -5.52055 0.0000
C -3.54568 1.87220 -0.27107 0.0004
H -3.59877 1.93005 -1.35242 -0.0001
H -2.84334 4.75457 -3.05214 0.0000
C 5.23319 2.35834 -1.26602 0.0000
N -1.44327 0.01726 2.16135 -0.0251
C 2.94673 2.76317 -1.90617 0.0001
C 2.03628 0.61415 -5.91636 0.0000
Si -1.57050 -0.59254 3.79223 0.0023
H -5.29684 -2.60450 -1.35985 0.0000
C 1.67341 0.97063 -4.63085 0.0000
C -3.71832 -1.24653 -0.89415 -0.0002
H 0.32893 3.18933 -0.64285 0.0001
C 2.62041 1.44388 -1.62356 0.0000
C -1.99765 2.88692 -3.69151 0.0000
C -2.50101 -0.73519 -1.30344 0.0009
C 1.42717 0.02866 -3.62594 0.0003
Cl 1.88356 -6.45623 3.14704 0.0018
H 6.24555 2.71611 -1.12702 0.0000
O 1.79940 -3.65179 -1.19471 0.0001
C 2.14785 -0.72895 -6.25112 0.0000
H 3.59576 -4.32891 2.94471 0.0009
H -0.21479 -1.81842 5.37461 0.0000
```

Properties
LUMO level (alpha / beta)	-0.359 / -0.456	eV
2S+1	4
HOMO-LUMO gap (alpha / beta)	6.806 / 6.786	eV
<S²>	3.78



Entry two
ORCA calculation (ωB97M-V with the def2-TZVPD basis set) on a molecular structure, C47H47Cl2CrN3O4PSi.

Structure (XYZ):
```
106
Properties=species:S:1:pos:R:3:lowdin_spin:R:1
H 0.98823 -0.80642 5.13059 0.0000
C 1.49335 3.55589 -4.28688 0.0041
H 4.47354 0.37186 -0.11231 0.0000
C -3.01097 2.21701 -1.73553 0.0007
C 0.83429 2.37519 -3.86516 -0.0008
C 0.93023 -2.87667 -3.95386 0.0004
C 2.64690 -3.72792 -0.33743 -0.0037
H -0.04887 -4.74471 0.33235 0.0000
C -2.88249 3.85599 2.90799 0.0088
C 0.82196 2.10032 -2.48971 0.0020
C -1.47842 3.99869 -1.20352 0.0005
C -0.78204 -3.50575 -1.87774 -0.0023
C 0.12790 -2.86908 1.38509 -0.0005
H -3.18877 0.70404 0.68870 0.0000
H 2.81606 2.97455 3.09339 0.0000
H 5.93332 -3.72179 -1.16615 -0.0002
H -0.54513 -6.06424 2.30676 0.0000
C -1.95458 4.72614 -2.28225 0.0000
C -2.91467 -2.67452 1.09437 0.0009
C 3.45832 -1.50978 -0.39650 0.0006
H -0.49779 0.04444 4.70078 0.0001
H 4.03827 -5.29018 -0.76912 0.0003
C 1.09151 -2.29068 -2.71181 -0.0018
H 0.08721 1.67896 -5.76907 0.0005
Cl 1.57886 3.93455 -5.98151 0.0009
H -3.43726 1.25587 -1.49756 0.0001
C -3.40380 -1.47365 -1.01507 0.0007
C 1.93268 4.15115 -1.99558 0.0043
C -2.94677 4.20077 -3.10170 0.0005
C -0.48639 -4.39641 3.65419 0.0000
H -2.54288 -3.56714 0.60164 0.0000
O -1.46578 1.96493 0.08406 0.0124
Si 1.48074 0.88211 3.36659 0.0084
H -0.99302 -0.60885 -2.30321 0.0002
O -1.26959 -1.05369 0.04776 0.0250
C 1.29861 3.02283 -1.51568 -0.0017
H -0.20718 -4.27316 -5.12877 -0.0001
N 0.34641 1.20660 2.05458 0.0207
H -4.48169 -1.39300 -0.86016 0.0002
H -3.20887 -2.42538 -1.50907 0.0000
H -4.25331 -0.47442 1.46120 -0.0001
C 0.57257 0.16798 4.87271 0.0019
C 3.89527 -4.22138 -0.67239 0.0056
H -3.31151 4.76867 -3.94682 0.0000
C 3.48332 -0.07789 -0.13817 0.0323
Cl 2.52862 5.31668 -0.86505 0.0016
H 0.69178 0.81350 5.74561 0.0002
H -2.62860 -0.17512 2.10239 0.0000
H -0.72502 -4.98671 4.52892 0.0000
C 0.22748 -2.58192 -1.65196 -0.0014
H -3.09189 -0.67980 -1.69108 0.0000
C -0.47855 0.21867 -2.76825 0.0104
H 1.90533 -1.58945 -2.56766 0.0000
Cr 0.53435 0.77718 0.12567 2.9136
C 2.36603 -2.36504 -0.19673 -0.0077
C -0.08725 -3.80077 -4.16309 -0.0022
P 0.49089 -1.74774 -0.02054 -0.0291
H 1.60514 -2.61717 -4.75901 0.0001
H 1.78194 3.09719 4.51678 0.0001
C -1.63774 2.49776 1.36923 0.0064
C 4.72804 -2.00412 -0.74150 0.0056
H 5.54318 -1.30339 -0.87306 0.0001
H -0.27764 2.37852 4.42489 0.0004
H -1.73042 -4.83974 -3.25961 0.0001
H -3.99780 -2.78603 1.17947 0.0003
C -1.99206 2.73265 -0.95830 0.0011
C -2.69360 3.34599 1.63270 -0.0008
C -3.48022 2.95383 -2.81732 0.0000
H 2.40492 2.57671 0.48547 0.0003
H -4.27192 2.54617 -3.43207 0.0000
H 3.23615 2.10584 4.56636 0.0003
H -1.54648 5.70846 -2.48030 0.0000
C -0.93707 -4.11705 -3.11765 0.0003
C 2.78529 -0.39393 2.92542 0.0008
C -2.65145 -1.37744 0.31684 0.0030
N 2.54916 0.72702 0.20283 -0.0329
O 3.11888 1.90873 0.67772 -0.0058
C -0.71016 2.08736 2.34125 -0.0001
C -0.57066 0.45202 -4.15282 -0.0017
N 0.23669 0.97854 -1.97198 -0.0058
H -2.10170 3.87139 4.90564 -0.0004
H 0.03573 -1.19241 2.70791 0.0001
C 2.40162 2.41804 3.93273 0.0019
C -0.94172 2.63113 3.61679 0.0057
C -0.07331 -4.24364 1.28911 -0.0003
C 0.11523 1.49340 -4.70435 0.0084
C -0.30952 -3.02457 3.76059 0.0000
H 3.05458 -0.91545 3.84639 0.0000
C -1.99092 3.49040 3.89920 -0.0012
H -0.73157 4.40641 -0.53737 0.0001
C 2.04072 4.40950 -3.37439 -0.0021
H 2.53441 5.31272 -3.70373 -0.0002
H 2.45930 -1.15513 2.21744 0.0003
C -0.37960 -4.99980 2.41174 0.0000
H -0.42134 -2.53459 4.71831 0.0000
H -1.46653 -3.75704 -1.08544 -0.0002
O 1.03147 2.78814 -0.25380 0.0114
H 3.68552 0.08037 2.53630 0.0003
H -2.50466 -2.64224 2.10093 0.0000
H -3.37642 3.61477 0.83855 -0.0002
C -3.21896 -0.25747 1.18744 -0.0005
H 1.85642 -4.44820 -0.21265 -0.0003
H -3.70737 4.52485 3.10808 0.0006
H -1.16535 -0.21685 -4.75744 -0.0002
C -0.02292 -2.27011 2.63410 -0.0003
C 4.95378 -3.35282 -0.89566 -0.0007
```

Properties
LUMO level (alpha / beta)	-0.342 / -0.579	eV
2S+1	4
HOMO-LUMO gap (alpha / beta)	6.793 / 6.787	eV
<S²>	3.80



Q: What are the energies relative to the best structure? A: entry one 0.0000; entry two 0.0332, in hartree.